# 1
{
  "formula": "C48H50CrN7O3PS",
  "method": "the ωB97M-V functional and the def2-TZVPD basis",
  "species": ["Cr", "O", "C", "C", "C", "C", "C", "C", "C", "O", "N", "N", "C", "C", "C", "C", "C", "C", "N", "H", "H", "H", "H", "H", "H", "H", "H", "H", "H", "O", "C", "C", "C", "C", "C", "C", "C", "P", "C", "C", "C", "C", "C", "C", "C", "C", "C", "C", "C", "C", "H", "H", "H", "H", "H", "H", "H", "H", "H", "H", "H", "H", "H", "H", "C", "C", "C", "C", "N", "C", "S", "N", "C", "C", "C", "C", "H", "H", "H", "H", "H", "H", "H", "H", "H", "H", "H", "H", "H", "H", "H", "H", "H", "H", "H", "H", "N", "C", "N", "C", "C", "C", "C", "C", "C", "H", "H", "H", "H", "H", "H"],
  "positions_angstrom": [[-0.29, 1.22, -0.43], [2.07, 0.35, 4.30], [2.93, 1.34, 3.95], [4.18, 1.36, 4.57], [5.10, 2.34, 4.25], [4.80, 3.32, 3.30], [3.56, 3.29, 2.68], [2.61, 2.32, 3.00], [1.33, 2.32, 2.21], [1.14, 3.12, 1.30], [0.44, 1.37, 2.62], [-0.51, 1.16, 1.66], [-1.69, 0.96, 2.08], [-2.73, 0.66, 1.07], [-4.03, 0.37, 1.42], [-4.96, 0.10, 0.43], [-4.55, 0.12, -0.89], [-3.23, 0.43, -1.17], [-2.34, 0.70, -0.21], [1.24, 0.54, 3.78], [4.40, 0.60, 5.31], [6.07, 2.35, 4.74], [5.52, 4.08, 3.04], [3.29, 4.02, 1.92], [-1.92, 1.03, 3.14], [-4.30, 0.38, 2.47], [-5.99, -0.13, 0.69], [-5.24, -0.09, -1.70], [-2.86, 0.49, -2.18], [-1.53, 3.61, -0.78], [-0.71, 2.97, -1.43], [-0.11, 3.60, -2.67], [0.33, 4.91, -2.64], [0.99, 5.45, -3.75], [1.15, 4.67, -4.88], [0.68, 3.36, -4.92], [0.06, 2.80, -3.80], [-0.67, 1.11, -3.72], [0.76, 0.02, -3.36], [0.48, -1.23, -2.81], [1.50, -2.11, -2.50], [2.82, -1.75, -2.75], [3.11, -0.51, -3.30], [2.08, 0.37, -3.61], [-0.97, 0.71, -5.50], [0.01, 0.35, -6.44], [-0.34, 0.07, -7.75], [-1.67, 0.14, -8.16], [-2.65, 0.48, -7.24], [-2.30, 0.76, -5.93], [0.18, 5.50, -1.74], [1.35, 6.47, -3.73], [1.65, 5.08, -5.76], [0.78, 2.78, -5.83], [-0.55, -1.50, -2.59], [1.27, -3.07, -2.05], [3.63, -2.44, -2.50], [4.14, -0.22, -3.48], [2.32, 1.35, -4.01], [1.04, 0.26, -6.13], [0.43, -0.20, -8.46], [-1.93, -0.08, -9.19], [-3.69, 0.52, -7.55], [-3.07, 1.02, -5.21], [-4.41, -5.02, 3.23], [-5.06, -4.73, 1.88], [-4.81, -3.32, 1.33], [-3.37, -3.02, 0.92], [-2.56, -2.63, 2.08], [-1.30, -2.16, 1.98], [-0.44, -2.12, 0.52], [-0.73, -1.66, 3.09], [-1.23, -1.61, 4.47], [-0.50, -2.58, 5.38], [-0.76, -4.03, 5.04], [0.00, -5.00, 5.94], [-4.64, -6.02, 3.58], [-4.77, -4.32, 3.99], [-3.32, -4.93, 3.18], [-6.13, -4.88, 1.96], [-4.69, -5.46, 1.14], [-5.13, -2.58, 2.08], [-5.44, -3.16, 0.46], [-3.34, -2.22, 0.18], [-2.92, -3.90, 0.45], [-3.07, -2.44, 2.92], [0.20, -1.31, 2.94], [-2.30, -1.82, 4.49], [-1.11, -0.58, 4.82], [-0.79, -2.38, 6.41], [0.58, -2.37, 5.31], [-0.48, -4.22, 3.99], [-1.84, -4.23, 5.12], [1.08, -4.83, 5.87], [-0.20, -6.04, 5.68], [-0.29, -4.86, 6.99], [3.71, 0.10, 0.64], [2.39, -0.03, 0.42], [1.92, 0.85, -0.43], [3.03, 1.63, -0.79], [3.13, 2.72, -1.65], [4.37, 3.30, -1.82], [5.50, 2.82, -1.13], [5.41, 1.75, -0.27], [4.16, 1.18, -0.12], [4.25, -0.42, 1.31], [1.80, -0.80, 0.89], [2.26, 3.11, -2.17], [4.47, 4.15, -2.48], [6.46, 3.31, -1.28], [6.27, 1.38, 0.27]],
  "multiplicity": 5,
  "gap_ha": [0.2276, 0.2450],
  "lumo_ev": [-0.23, -0.34],
  "energy_ev": -115708.4161
}

***

# 2
{
  "formula": "C48H50EuN6OS4",
  "method": "the ωB97M-V functional and the def2-TZVPD basis",
  "species": ["Eu", "C", "C", "N", "C", "C", "S", "C", "C", "N", "H", "H", "H", "H", "H", "H", "H", "H", "H", "H", "H", "H", "H", "H", "C", "C", "N", "C", "C", "C", "C", "C", "C", "C", "C", "C", "N", "C", "H", "H", "H", "H", "H", "H", "H", "H", "S", "C", "N", "C", "C", "N", "C", "C", "C", "C", "C", "C", "C", "C", "S", "C", "C", "C", "C", "C", "C", "C", "H", "H", "H", "H", "H", "H", "H", "H", "H", "H", "H", "H", "H", "H", "H", "H", "H", "H", "O", "S", "C", "C", "C", "C", "C", "C", "C", "C", "C", "C", "C", "C", "H", "H", "H", "H", "H", "H", "H", "H", "H", "H"],
  "positions_angstrom": [[1.10, -1.08, 0.52], [1.71, -3.09, -2.48], [2.03, -1.63, -2.82], [2.58, -0.92, -1.65], [4.03, -1.11, -1.43], [4.43, -2.42, -0.77], [3.39, -2.95, 0.67], [2.69, -4.53, 0.07], [1.26, -4.45, -0.50], [1.00, -3.17, -1.19], [2.63, -3.66, -2.41], [1.12, -3.52, -3.29], [1.11, -1.12, -3.12], [2.72, -1.61, -3.66], [2.47, 0.07, -1.86], [4.35, -0.28, -0.78], [4.58, -1.04, -2.38], [5.45, -2.32, -0.38], [4.44, -3.25, -1.48], [2.70, -5.19, 0.93], [3.40, -4.93, -0.65], [0.53, -4.54, 0.31], [1.13, -5.30, -1.18], [0.00, -3.15, -1.38], [-2.24, 1.85, 2.06], [-1.55, 0.69, 1.68], [-0.24, 0.55, 1.81], [0.46, 1.55, 2.39], [-0.16, 2.75, 2.82], [-1.54, 2.88, 2.62], [0.63, 3.76, 3.45], [1.94, 3.56, 3.71], [2.59, 2.35, 3.33], [3.93, 2.09, 3.66], [4.49, 0.90, 3.28], [3.73, 0.00, 2.53], [2.46, 0.22, 2.18], [1.88, 1.36, 2.62], [-3.31, 1.90, 1.90], [-2.09, -0.15, 1.26], [-2.04, 3.79, 2.92], [0.14, 4.68, 3.73], [2.53, 4.32, 4.21], [4.50, 2.82, 4.21], [5.50, 0.64, 3.54], [4.17, -0.93, 2.20], [-1.15, -0.75, -1.25], [-1.27, 0.68, -2.15], [-2.16, 0.77, -3.12], [-2.20, 1.94, -3.97], [-1.90, 3.17, -3.14], [-0.64, 2.98, -2.46], [0.30, 4.09, -2.51], [0.68, 4.32, -3.96], [1.38, 3.34, -4.65], [1.72, 3.53, -5.98], [1.35, 4.70, -6.62], [0.65, 5.68, -5.94], [0.31, 5.49, -4.61], [-0.36, 1.82, -1.90], [0.99, 1.64, -0.90], [-3.21, -0.20, -3.35], [-4.50, 0.32, -2.77], [-5.57, 0.64, -3.59], [-6.75, 1.11, -3.04], [-6.86, 1.29, -1.67], [-5.79, 0.98, -0.85], [-4.61, 0.51, -1.40], [-3.19, 2.02, -4.42], [-1.47, 1.83, -4.78], [-2.69, 3.34, -2.41], [-1.82, 4.05, -3.78], [1.17, 3.84, -1.91], [-0.18, 4.98, -2.10], [1.66, 2.43, -4.14], [2.27, 2.77, -6.51], [1.61, 4.85, -7.66], [0.38, 6.60, -6.43], [-0.23, 6.27, -4.08], [-2.93, -1.14, -2.87], [-3.31, -0.35, -4.43], [-5.49, 0.50, -4.66], [-7.59, 1.34, -3.68], [-7.78, 1.67, -1.25], [-5.88, 1.11, 0.22], [-3.77, 0.26, -0.76], [0.08, -2.59, 1.65], [0.58, -3.46, 2.81], [-0.92, -4.15, 3.50], [-0.83, -5.36, 4.18], [-1.99, -5.96, 4.64], [-3.22, -5.34, 4.43], [-3.29, -4.13, 3.76], [-2.14, -3.54, 3.28], [1.03, -2.19, 4.02], [2.31, -2.22, 4.55], [2.70, -1.21, 5.42], [1.82, -0.19, 5.75], [0.54, -0.19, 5.23], [0.13, -1.19, 4.36], [0.13, -5.82, 4.34], [-1.94, -6.90, 5.16], [-4.12, -5.82, 4.77], [-4.25, -3.66, 3.60], [-2.18, -2.62, 2.70], [2.98, -3.03, 4.31], [3.69, -1.24, 5.86], [2.13, 0.59, 6.43], [-0.16, 0.58, 5.52], [-0.88, -1.21, 3.98]],
  "multiplicity": 7,
  "gap_ha": [0.2502, 0.2524],
  "charge": 3,
  "e_above_lowest_ev": 0.466,
  "lumo_ev": [-8.43, -8.37],
  "energy_ev": -124227.6156
}